Entry 1:
Computed, not measured: one molecule with the formula C12H10N4O2 in a non-equilibrium geometry, with ωB97M-V with the def2-TZVPD basis set.

- LUMO: 0.0116 Ha
- Calculated total energy: -22658.735 eV
- SMILES string: Oc1cc(-n2cccn2)c(O)cc1-n1cccn1
- Frontier orbital gap: 7.94 eV
- Highest occupied orbital energy: -7.619 eV
- Energy relative to the best compared isomer or geometry (same formula, charge and spin): 72.2 kcal/mol

Each atom is followed by the atoms it is bonded to, with distances in Å.
Geometry (Å):
1 O 2.00329 1.82403 0.05935  C2 1.373, H19 0.963
2 C 1.03256 0.85340 0.08702  O1 1.373, C3 1.403, C13 1.418
3 C -0.13854 1.20472 0.77516  C2 1.403, C4 1.398, H20 1.088
4 C -1.28647 0.43500 0.56277  C3 1.398, N5 1.410, C10 1.436
5 N -2.51483 0.62047 1.22992  C4 1.410, C6 1.413, N9 1.414
6 C -2.90521 1.69993 2.05382  N5 1.413, C7 1.449, H21 1.035
7 C -3.93865 1.30201 2.98816  C6 1.449, C8 1.348, H22 1.073
8 C -4.11261 0.02040 2.60984  C7 1.348, N9 1.284, H23 1.100
9 N -3.37684 -0.41788 1.65295  N5 1.414, C8 1.284
10 C -1.19324 -0.66564 -0.35501  C4 1.436, O11 1.303, C12 1.416
11 O -2.26539 -1.28680 -0.75876  C10 1.303, H24 0.981
12 C 0.07099 -1.05984 -0.85703  C10 1.416, C13 1.366, H25 1.017
13 C 1.21572 -0.34465 -0.64990  C2 1.418, C12 1.366, N14 1.463
14 N 2.45473 -0.55253 -1.39994  C13 1.463, C15 1.437, N18 1.361
15 C 2.64488 -1.46580 -2.49321  N14 1.437, C16 1.387, H26 1.141
16 C 4.01180 -1.47252 -2.73035  C15 1.387, C17 1.389, H27 1.070
17 C 4.58469 -0.79046 -1.66490  C16 1.389, N18 1.337, H28 1.156
18 N 3.66794 -0.16196 -0.92171  N14 1.361, C17 1.337
19 H 2.77478 1.49205 -0.41147  O1 0.963
20 H -0.12802 2.11523 1.37011  C3 1.088
21 H -2.46741 2.63516 1.97873  C6 1.035
22 H -4.36538 1.85613 3.80254  C7 1.073
23 H -4.74358 -0.67522 3.18326  C8 1.100
24 H -3.10579 -1.03758 -0.31918  O11 0.981
25 H 0.10050 -1.83219 -1.51813  C12 1.017
26 H 1.80090 -1.93849 -3.09747  C15 1.141
27 H 4.47040 -1.80566 -3.63738  C16 1.070
28 H 5.70876 -0.55133 -1.53922  C17 1.156

---

Entry 2:
Computed, not measured: a 14-piece molecular cluster, C36H86Cl12N5O17P3 overall in a non-equilibrium geometry, with ωB97M-V with the def2-TZVPD basis set.

- LUMO: -0.0084 Ha
- Calculated total energy: -259126.121 eV
- Frontier orbital gap: 9.03 eV
- Highest occupied orbital energy: -9.262 eV

Each atom is followed by the atoms it is bonded to, with distances in Å.
Geometry (Å):
1 C -5.11825 -6.57551 -4.25917  C2 1.507, H6 1.090, H7 1.090, H8 1.090
2 C -5.09986 -5.10496 -4.58582  C1 1.507, O3 1.188, N4 1.387
3 O -5.76665 -4.57943 -5.41706  C2 1.188
4 N -4.15742 -4.24615 -4.03962  C2 1.387, C5 1.487, H9 1.010
5 C -3.23011 -4.54556 -2.91703  N4 1.487, H10 1.090, H11 1.090, H12 1.090
6 H -5.50339 -7.13575 -5.11116  C1 1.090
7 H -5.54295 -6.82407 -3.28657  C1 1.090
8 H -4.10523 -6.94616 -4.10262  C1 1.090
9 H -4.42957 -3.30218 -4.27406  N4 1.010
10 H -2.64797 -5.46683 -2.89523  C5 1.090
11 H -3.65327 -4.51701 -1.91293  C5 1.090
12 H -2.59351 -3.66184 -2.87370  C5 1.090
13 C 1.88969 0.32713 1.40296  C14 1.535, H18 1.090, H19 1.090, H20 1.090
14 C 0.39503 0.01086 1.55228  C13 1.535, O15 1.211, N16 1.336
15 O -0.01187 -1.12828 1.59843  C14 1.211
16 N -0.36691 1.10252 1.66643  C14 1.336, C17 1.473, H21 1.010
17 C -1.78194 1.08712 2.07579  N16 1.473, H22 1.090, H23 1.090, H24 1.090
18 H 2.24537 0.96097 2.21526  C13 1.090
19 H 1.90011 0.66828 0.36777  C13 1.090
20 H 2.58078 -0.51363 1.46319  C13 1.090
21 H 0.05710 2.01920 1.67048  N16 1.010
22 H -2.29262 0.18632 1.73539  C17 1.090
23 H -2.34830 1.95338 1.73385  C17 1.090
24 H -1.87540 1.02872 3.16020  C17 1.090
25 C 2.80325 -3.56680 -6.69093  C26 1.483, H30 1.090, H31 1.090, H32 1.090
26 C 2.54945 -4.23596 -5.39198  C25 1.483, O27 1.231, N28 1.359
27 O 1.72766 -5.14237 -5.25980  C26 1.231
28 N 3.14114 -3.66575 -4.31011  C26 1.359, C29 1.486, H33 1.010
29 C 3.04077 -4.16931 -2.91550  N28 1.486, H34 1.090, H35 1.090, H36 1.090
30 H 2.25023 -4.02587 -7.51039  C25 1.090
31 H 3.84952 -3.51257 -6.99173  C25 1.090
32 H 2.49631 -2.53430 -6.52410  C25 1.090
33 H 3.69447 -2.83382 -4.45772  N28 1.010
34 H 3.36435 -5.20524 -3.01674  C29 1.090
35 H 1.98269 -4.14975 -2.65440  C29 1.090
36 H 3.67868 -3.61723 -2.22529  C29 1.090
37 C 6.77117 2.16382 -5.63761  C38 1.502, H42 1.090, H43 1.090, H44 1.090
38 C 6.76562 0.72105 -5.22150  C37 1.502, O39 1.227, N40 1.314
39 O 5.89925 0.25548 -4.48796  C38 1.227
40 N 7.71174 -0.03173 -5.73531  C38 1.314, C41 1.456, H45 1.010
41 C 7.79233 -1.46060 -5.46906  N40 1.456, H46 1.090, H47 1.090, H48 1.090
42 H 7.67724 2.43475 -6.17959  C37 1.090
43 H 6.62844 2.88356 -4.83158  C37 1.090
44 H 5.91731 2.35709 -6.28696  C37 1.090
45 H 8.46725 0.39477 -6.25243  N40 1.010
46 H 7.74051 -1.72128 -4.41196  C41 1.090
47 H 8.65052 -1.93305 -5.94696  C41 1.090
48 H 6.93288 -2.07649 -5.73386  C41 1.090
49 C -8.47392 -0.63059 -2.28944  C50 1.546, H54 1.090, H55 1.090, H56 1.090
50 C -7.08979 -0.38089 -1.64707  C49 1.546, O51 1.234, N52 1.355
51 O -6.75489 -1.10170 -0.70331  C50 1.234
52 N -6.30499 0.64993 -2.04481  C50 1.355, C53 1.439, H57 1.010
53 C -6.58566 1.63746 -3.05377  N52 1.439, H58 1.090, H59 1.090, H60 1.090
54 H -8.85391 0.21991 -2.85544  C49 1.090
55 H -9.01972 -0.78790 -1.35914  C49 1.090
56 H -8.47139 -1.50933 -2.93434  C49 1.090
57 H -5.39489 0.78738 -1.62896  N52 1.010
58 H -7.46801 2.20083 -2.75017  C53 1.090
59 H -6.83384 1.18005 -4.01152  C53 1.090
60 H -5.82061 2.38171 -3.27487  C53 1.090
61 C -0.55523 1.56798 -5.52084  O62 1.436, H69 1.090, H70 1.090, H71 1.090
62 O -1.23231 2.63478 -6.20352  C61 1.436, P63 1.613
63 P -1.95389 2.26671 -7.59840  O62 1.613, O64 1.482, O65 1.647, O67 1.640
64 O -2.90330 3.31976 -8.03137  P63 1.482
65 O -0.70087 2.02473 -8.63932  P63 1.647, C66 1.377
66 C 0.14366 3.07413 -8.92379  O65 1.377, H72 1.090, H73 1.090, H74 1.090
67 O -2.67527 0.81040 -7.38122  P63 1.640, C68 1.406
68 C -3.32241 0.30026 -8.52080  O67 1.406, H75 1.090, H76 1.090, H77 1.090
69 H -0.15964 0.74593 -6.11737  C61 1.090
70 H -1.28796 1.13246 -4.84148  C61 1.090
71 H 0.22431 2.00662 -4.89793  C61 1.090
72 H 0.07182 3.86062 -8.17255  C66 1.090
73 H -0.03223 3.53120 -9.89758  C66 1.090
74 H 1.19536 2.79822 -9.00063  C66 1.090
75 H -4.38725 0.48539 -8.37952  C68 1.090
76 H -3.14348 -0.77465 -8.54626  C68 1.090
77 H -3.08254 0.84302 -9.43512  C68 1.090
78 C -7.27647 0.70778 5.90210  O79 1.441, H86 1.090, H87 1.090, H88 1.090
79 O -7.24296 1.97152 6.59292  C78 1.441, P80 1.650
80 P -7.18612 2.03389 8.24048  O79 1.650, O81 1.511, O82 1.665, O84 1.678
81 O -8.34188 1.41797 8.99469  P80 1.511
82 O -5.67556 1.47694 8.66437  P80 1.665, C83 1.453
83 C -5.36486 1.27021 10.06838  O82 1.453, H89 1.090, H90 1.090, H91 1.090
84 O -6.95500 3.65747 8.59594  P80 1.678, C85 1.447
85 C -5.81852 4.28964 7.96089  O84 1.447, H92 1.090, H93 1.090, H94 1.090
86 H -6.31344 0.60420 5.40216  C78 1.090
87 H -8.06044 0.71374 5.14484  C78 1.090
88 H -7.37146 -0.19106 6.51133  C78 1.090
89 H -4.90434 0.29244 10.20973  C83 1.090
90 H -6.20416 1.22935 10.76265  C83 1.090
91 H -4.59884 1.98501 10.36904  C83 1.090
92 H -4.95215 4.12912 8.60257  C85 1.090
93 H -5.94002 5.35847 7.78500  C85 1.090
94 H -5.51113 3.91476 6.98463  C85 1.090
95 C 11.61150 -4.35295 2.49394  O96 1.393, H103 1.090, H104 1.090, H105 1.090
96 O 11.19464 -3.09172 2.91219  C95 1.393, P97 1.651
97 P 9.84073 -2.93652 3.84416  O96 1.651, O98 1.488, O99 1.601, O101 1.627
98 O 9.72076 -3.78002 5.06437  P97 1.488
99 O 9.86198 -1.35512 4.09013  P97 1.601, C100 1.406
100 C 8.81306 -0.78436 4.83183  O99 1.406, H106 1.090, H107 1.090, H108 1.090
101 O 8.62917 -3.12722 2.77556  P97 1.627, C102 1.394
102 C 8.54531 -2.31605 1.64557  O101 1.394, H109 1.090, H110 1.090, H111 1.090
103 H 12.69667 -4.44646 2.45199  C95 1.090
104 H 11.14624 -4.53070 1.52438  C95 1.090
105 H 11.22736 -5.11315 3.17412  C95 1.090
106 H 8.01758 -0.35957 4.21957  C100 1.090
107 H 9.13904 -0.03317 5.55124  C100 1.090
108 H 8.18118 -1.39293 5.47872  C100 1.090
109 H 7.82246 -1.51680 1.80921  C102 1.090
110 H 8.19459 -2.97726 0.85317  C102 1.090
111 H 9.44475 -1.85923 1.23272  C102 1.090
112 Cl 1.86658 8.62308 -3.44200  C113 1.727
113 C 0.64258 7.66022 -4.18893  Cl112 1.727, C114 1.541, H116 1.090, H117 1.090
114 C -0.55048 7.29642 -3.28482  C113 1.541, Cl115 1.779, H118 1.090, H119 1.090
115 Cl -0.04201 6.16505 -2.00941  C114 1.779
116 H 1.25331 6.85374 -4.59477  C113 1.090
117 H 0.16875 8.29567 -4.93711  C113 1.090
118 H -1.33098 6.75955 -3.82397  C114 1.090
119 H -0.94779 8.19704 -2.81670  C114 1.090
120 Cl -5.35611 -6.88410 4.44172  C121 1.811
121 C -5.03251 -5.22682 3.78810  Cl120 1.811, C122 1.499, H124 1.090, H125 1.090
122 C -3.63342 -4.74809 4.03576  C121 1.499, Cl123 1.784, H126 1.090, H127 1.090
123 Cl -3.42288 -3.93282 5.60894  C122 1.784
124 H -5.82168 -4.57698 4.16628  C121 1.090
125 H -5.26466 -5.21968 2.72313  C121 1.090
126 H -3.42056 -3.95226 3.32200  C122 1.090
127 H -2.98810 -5.62173 3.94405  C122 1.090
128 Cl 4.63407 6.31310 2.05817  C129 1.821
129 C 6.18504 6.69428 1.18353  Cl128 1.821, C130 1.593, H132 1.090, H133 1.090
130 C 6.34093 5.56405 0.07200  C129 1.593, Cl131 1.773, H134 1.090, H135 1.090
131 Cl 6.60243 3.97103 0.80410  C130 1.773
132 H 7.01159 6.54004 1.87716  C129 1.090
133 H 6.18590 7.71888 0.81166  C129 1.090
134 H 7.09673 5.80306 -0.67615  C130 1.090
135 H 5.38424 5.53178 -0.44936  C130 1.090
136 Cl 3.94355 -4.01925 5.58237  C137 1.743
137 C 4.08406 -5.36237 4.48115  Cl136 1.743, C138 1.556, H140 1.090, H141 1.090
138 C 5.00091 -6.47915 5.05744  C137 1.556, Cl139 1.740, H142 1.090, H143 1.090
139 Cl 4.28509 -7.43497 6.32305  C138 1.740
140 H 4.45209 -4.98560 3.52685  C137 1.090
141 H 3.05867 -5.68900 4.30797  C137 1.090
142 H 5.97835 -6.12367 5.38355  C138 1.090
143 H 5.25337 -7.11237 4.20690  C138 1.090
144 Cl 0.03397 3.31849 7.30619  C145 1.805
145 C 0.57451 1.60609 7.48712  Cl144 1.805, C146 1.511, H148 1.090, H149 1.090
146 C 1.91856 1.48948 8.16814  C145 1.511, Cl147 1.828, H150 1.090, H151 1.090
147 Cl 3.26958 2.30689 7.24667  C146 1.828
148 H 0.58559 1.12437 6.50940  C145 1.090
149 H -0.19806 1.01839 7.98294  C145 1.090
150 H 2.21818 0.44193 8.19919  C146 1.090
151 H 1.83555 1.97574 9.14013  C146 1.090
152 Cl -11.83557 4.50932 1.12584  C153 1.850
153 C -10.13281 4.55037 0.40469  Cl152 1.850, C154 1.486, H156 1.090, H157 1.090
154 C -9.17229 4.89991 1.48389  C153 1.486, Cl155 1.779, H158 1.090, H159 1.090
155 Cl -7.51536 5.00472 0.84371  C154 1.779
156 H -10.13553 5.25759 -0.42474  C153 1.090
157 H -9.95569 3.56026 -0.01532  C153 1.090
158 H -9.12136 4.17958 2.30036  C154 1.090
159 H -9.55818 5.85045 1.85222  C154 1.090

---

Entry 3:
Computed, not measured: one molecule with the formula C2H3N5S in a non-equilibrium geometry, with ωB97M-V with the def2-TZVPD basis set.

- LUMO: 0.0005 Ha
- Calculated total energy: -20405.936 eV
- SMILES string: Nc1nnnc(S)n1
- Frontier orbital gap: 9.66 eV
- Highest occupied orbital energy: -9.646 eV
- Energy relative to the best compared isomer or geometry (same formula, charge and spin): 15.8 kcal/mol

Each atom is followed by the atoms it is bonded to, with distances in Å.
Geometry (Å):
1 N 0.42777 2.39729 -1.11652  C2 1.377, H9 0.926, H10 1.125
2 C 0.36498 1.07464 -0.73913  N1 1.377, N3 1.397, N8 1.264
3 N 1.34490 0.31553 -1.38352  C2 1.397, N4 1.263
4 N 1.44421 -0.84421 -0.89417  N3 1.263, N5 1.340
5 N 0.53830 -1.34559 -0.04365  N4 1.340, C6 1.308
6 C -0.32052 -0.52356 0.50247  N5 1.308, S7 1.643, N8 1.324
7 S -1.44398 -1.12549 1.53932  C6 1.643, H11 1.414
8 N -0.28770 0.78461 0.30355  C2 1.264, C6 1.324
9 H -0.12441 3.10057 -0.87525  N1 0.926
10 H 1.02098 2.48153 -2.06921  N1 1.125
11 H -2.33194 -0.03411 1.67546  S7 1.414

---

Entry 4:
Computed, not measured: one molecule with the formula C11H18N2O2 in a non-equilibrium geometry, with ωB97M-V with the def2-TZVPD basis set.

- LUMO: 0.0196 Ha
- Calculated total energy: -18769.232 eV
- SMILES string: CC(=O)n1c(O)cn1C1(C)CCCCC1
- Frontier orbital gap: 8.18 eV
- Highest occupied orbital energy: -7.643 eV
- Energy relative to the best compared isomer or geometry (same formula, charge and spin): 162.1 kcal/mol

Each atom is followed by the atoms it is bonded to, with distances in Å.
Geometry (Å):
1 C -3.61062 -1.91710 -0.02658  C2 1.577, H16 1.150, H17 1.164, H18 1.140
2 C -2.26619 -1.37059 0.59139  C1 1.577, O3 1.195, N4 1.378
3 O -1.49223 -1.97467 1.27196  C2 1.195
4 N -1.92517 -0.12897 0.10170  C2 1.378, C5 1.430, N8 1.698
5 C -2.56885 1.04916 -0.39189  N4 1.430, O6 1.327, C7 1.361
6 O -3.82306 1.22190 -0.78837  C5 1.327, H19 1.024
7 C -1.52674 1.90278 -0.19500  C5 1.361, N8 1.449, H20 1.040
8 N -0.75167 0.98510 0.61582  N4 1.698, C7 1.449, C9 1.416
9 C 0.63194 0.79962 0.37834  N8 1.416, C10 1.506, C11 1.593, C15 1.497
10 C 1.26635 2.15648 0.53079  C9 1.506, H21 1.031, H22 1.078, H23 1.155
11 C 0.77402 0.27271 -1.11823  C9 1.593, C12 1.510, H24 1.064, H25 1.209
12 C 2.07994 -0.38642 -1.49154  C11 1.510, C13 1.566, H26 1.131, H27 1.148
13 C 2.79615 -1.21002 -0.36831  C12 1.566, C14 1.480, H28 1.048, H29 1.115
14 C 2.62129 -0.51758 0.92805  C13 1.480, C15 1.473, H30 1.165, H31 1.087
15 C 1.24477 -0.18032 1.32904  C9 1.497, C14 1.473, H32 1.194, H33 1.081
16 H -4.48718 -1.18536 0.10876  C1 1.150
17 H -3.99411 -2.82406 0.59363  C1 1.164
18 H -3.46829 -2.11431 -1.14020  C1 1.140
19 H -4.27515 0.32238 -0.60377  O6 1.024
20 H -1.25825 2.90370 -0.27979  C7 1.040
21 H 0.91263 2.90610 -0.08274  C10 1.031
22 H 2.32935 1.99319 0.45345  C10 1.078
23 H 1.12975 2.48384 1.62968  C10 1.155
24 H 0.41343 1.07599 -1.71596  C11 1.064
25 H -0.10848 -0.49015 -1.43566  C11 1.209
26 H 2.65489 0.49795 -1.90076  C12 1.131
27 H 2.05339 -0.96531 -2.48218  C12 1.148
28 H 2.58965 -2.23634 -0.40625  C13 1.048
29 H 3.85785 -1.22001 -0.70798  C13 1.115
30 H 3.01997 -1.09540 1.85769  C14 1.165
31 H 3.44816 0.18748 0.96963  C14 1.087
32 H 0.52767 -1.12932 1.43060  C15 1.194
33 H 1.20479 0.18756 2.34466  C15 1.081